Entry P
C3H3N3O2S | the ωB97M-V functional and the def2-TZVPD basis

Computed properties:
- HOMO-LUMO gap (eV) = 8.1
- SMILES = Nc1nc([N+](=O)[O-])cs1
- M (g/mol) = 145.143

```
! RIJCOSX wB97M-V def2-TZVPD def2/J DEFGRID3
* xyz 0 1
O 3.140 -0.220 -0.113
O 2.012 -0.692 -1.996
N -0.397 -0.479 -0.481
S -0.873 1.107 1.596
C -1.323 -0.036 0.348
C 0.729 0.844 1.017
C 0.853 0.009 -0.125
N -2.461 -0.656 -0.009
N 2.068 -0.335 -0.754
H 1.559 1.327 1.434
H -3.045 0.200 -0.033
H -2.262 -1.068 -0.885
*
```

Atomic partial charges in e from the Löwdin method, atoms 1 to 6: 0.062 0.047 0.091 1.080 -0.708 -0.327


Entry Q
C3H3N3O2S | the ωB97M-V functional and the def2-TZVPD basis

Computed properties:
- HOMO-LUMO gap (alpha / beta) (eV) = 7.6 / 7.6
- SMILES = NN1C(=O)C(=O)N=C1S
- M (g/mol) = 145.143

```
! RIJCOSX wB97M-V def2-TZVPD def2/J DEFGRID3
* xyz 0 1
C 1.297 1.384 -0.753
C -0.203 1.101 -0.662
C 0.828 -0.542 0.450
N 1.967 0.273 -0.322
N -0.359 -0.136 -0.026
N -1.631 -0.630 0.297
O 1.777 2.336 -1.268
O -1.175 1.613 -1.230
S 1.131 -1.902 1.469
H -1.708 -0.905 1.283
H 0.331 -2.709 0.794
H -2.256 0.118 -0.032
*
```

Atomic partial charges in e from the Löwdin method, atoms 1 to 6: -0.532 -0.265 -0.538 0.117 -0.134 0.115


Entry R
C3H3N3O2S | the ωB97M-V functional and the def2-TZVPD basis

Computed properties:
- HOMO-LUMO gap (eV) = 8.8
- SMILES = O=c1[nH]c(O)nnc1S
- M (g/mol) = 145.143

```
! RIJCOSX wB97M-V def2-TZVPD def2/J DEFGRID3
* xyz 0 1
C 1.403 -0.321 0.056
C -1.215 -0.468 -0.180
C -0.658 0.880 -0.049
H 3.092 -1.237 -0.034
H -3.345 0.485 0.561
H 0.996 1.864 -0.194
N 0.860 -1.456 -0.105
N -0.459 -1.514 -0.228
N 0.711 0.843 -0.079
O 2.754 -0.302 0.225
O -1.187 1.995 -0.074
S -2.952 -0.770 0.103
*
```

Atomic partial charges in e from the Löwdin method, atoms 1 to 6: -0.429 -0.584 -0.473 0.170 -0.094 0.216


Which structure is the most stable? The one labeled entry R.


Entry P
C6H10NO | the ωB97M-V functional and the def2-TZVPD basis

Computed properties:
- HOMO-LUMO gap (eV) = 5.8
- SMILES = CC1(C)CC=CN1[O-]
- M (g/mol) = 112.152

```
! RIJCOSX wB97M-V def2-TZVPD def2/J DEFGRID3
* xyz -1 1
C 1.693 -1.008 -0.937
C 2.246 -0.247 0.154
C 0.193 -0.866 -0.870
C 0.052 0.180 0.252
C -0.481 1.436 -0.417
C -0.988 -0.277 1.251
N 1.312 0.367 0.845
O 1.415 1.486 1.857
H 2.160 -2.000 -1.135
H 3.217 -0.033 0.386
H -0.207 -0.439 -1.735
H -0.407 -1.742 -0.510
H -0.909 2.265 0.157
H -1.179 1.225 -1.295
H 0.313 1.882 -0.858
H -0.868 -1.283 1.477
H -1.988 -0.151 0.976
H -0.873 0.240 2.217
*
```

Atomic partial charges in e from the Löwdin method, atoms 1 to 6: -0.160 -0.116 -0.187 -0.570 -0.055 -0.053


Entry Q
C6H10NO | the ωB97M-V functional and the def2-TZVPD basis

Computed properties:
- HOMO-LUMO gap (eV) = 5.7
- SMILES = C=N/C=C/CCC[O-]
- M (g/mol) = 112.152

```
! RIJCOSX wB97M-V def2-TZVPD def2/J DEFGRID3
* xyz -1 1
C -1.167 -1.786 0.335
O -1.691 -2.930 0.122
C -1.369 -0.756 -1.071
C -1.328 0.640 -0.500
C -0.043 0.719 0.210
C 1.081 1.037 -0.395
N 2.428 1.327 -0.056
C 3.009 1.093 1.060
H -0.057 -1.739 0.629
H -1.756 -1.211 1.103
H -2.456 -0.942 -1.351
H -0.592 -0.982 -1.726
H -1.184 1.333 -1.361
H -2.195 1.034 0.105
H -0.295 0.450 1.295
H 0.984 1.112 -1.533
H 2.593 0.722 1.956
H 4.038 0.880 1.179
*
```

Atomic partial charges in e from the Löwdin method, atoms 1 to 6: -0.560 -0.324 -0.165 -0.308 -0.170 -0.200


Which structure is the most stable? The one labeled entry P.


Entry P
C4H8ClN | the ωB97M-V functional and the def2-TZVPD basis

Computed properties:
- HOMO-LUMO gap (eV) = 10.4
- SMILES = NCC/C=C/Cl
- M (g/mol) = 105.568

```
! RIJCOSX wB97M-V def2-TZVPD def2/J DEFGRID3
* xyz 0 1
C -1.039 -0.875 -0.334
C -0.846 0.597 -0.324
C 0.624 0.810 -0.348
C 1.423 1.333 0.610
H -0.372 -2.516 0.662
H 0.714 -1.429 0.383
H -2.080 -1.251 -0.145
H -0.834 -1.254 -1.295
H -1.257 1.009 0.630
H -1.275 1.154 -1.104
H 1.073 0.596 -1.316
H 1.007 1.554 1.590
N -0.228 -1.524 0.725
Cl 3.091 1.796 0.267
*
```

Atomic partial charges in e from the Löwdin method, atoms 1 to 6: -0.307 -0.212 -0.233 -0.534 0.058 0.047


Entry Q
C4H8ClN | the ωB97M-V functional and the def2-TZVPD basis

Computed properties:
- HOMO-LUMO gap (eV) = 10.7
- SMILES = N[C@H]1C[C@@H]1CCl
- M (g/mol) = 105.568

```
! RIJCOSX wB97M-V def2-TZVPD def2/J DEFGRID3
* xyz 0 1
C 0.642 0.396 -0.393
C 1.184 -0.916 -0.221
C -0.233 -0.431 0.489
C -1.630 -0.713 0.092
H 1.562 2.301 -0.581
H 0.602 2.092 0.773
H 0.137 0.474 -1.381
H 1.901 -1.010 0.573
H 1.243 -1.714 -0.986
H -0.172 -0.163 1.588
H -1.753 -1.190 -0.808
H -2.072 -1.402 0.778
N 1.308 1.608 0.180
Cl -2.720 0.668 -0.102
*
```

Atomic partial charges in e from the Löwdin method, atoms 1 to 6: -0.440 -0.032 -0.265 -0.606 0.088 0.074


Entry R
C4H8ClN | the ωB97M-V functional and the def2-TZVPD basis

Computed properties:
- HOMO-LUMO gap (eV) = 10.7
- SMILES = NCC1(Cl)CC1
- M (g/mol) = 105.568

```
! RIJCOSX wB97M-V def2-TZVPD def2/J DEFGRID3
* xyz 0 1
C -0.062 0.913 -0.897
C 0.324 -0.165 -0.045
C 1.570 0.087 0.762
C 1.452 -1.038 -0.312
H -0.468 2.213 0.299
H -1.869 1.428 0.070
H -0.568 0.541 -1.709
H 0.863 1.298 -1.400
H 1.715 -0.541 1.749
H 2.350 0.919 0.389
H 1.624 -1.940 0.068
H 1.767 -0.783 -1.353
N -1.032 1.932 -0.357
Cl -1.053 -0.908 0.431
*
```

Atomic partial charges in e from the Löwdin method, atoms 1 to 6: -0.334 -1.034 -0.082 -0.147 -0.027 0.077


Which structure is the most stable? The one labeled entry P.


Entry P
C37H42N2O3P3S2W | the ωB97M-V functional and the def2-TZVPD basis

Computed properties:
- HOMO-LUMO gap (alpha / beta) (eV) = 6.7 / 6.2
- expectation value of S² = 3.771
- M (g/mol) = 903.650

```
! RIJCOSX wB97M-V def2-TZVPD def2/J DEFGRID3
* xyz 2 4
W 0.434 0.429 0.299
C -5.950 -0.890 0.119
C -4.891 -0.042 -0.543
O -3.573 -0.678 -0.426
P -2.514 -0.234 0.631
S -1.000 -1.595 0.594
S -1.784 1.628 0.296
O -3.299 -0.285 1.997
C -2.698 0.145 3.247
C -3.736 0.002 4.334
H -6.924 -0.439 -0.066
H -5.789 -0.952 1.194
H -5.947 -1.896 -0.298
H -4.847 0.958 -0.107
H -5.060 0.043 -1.614
H -2.371 1.180 3.134
H -1.825 -0.485 3.439
H -4.599 0.630 4.118
H -3.310 0.312 5.288
H -4.065 -1.033 4.413
C 1.213 1.471 4.714
C 1.240 0.591 3.505
O 0.617 0.921 2.473
N 1.940 -0.542 3.588
C 2.013 -1.531 2.518
C 2.966 -1.100 1.428
C 4.288 -1.509 1.480
C 5.198 -1.040 0.547
C 4.749 -0.148 -0.414
C 3.417 0.202 -0.422
N 2.513 -0.268 0.461
H 0.178 1.643 5.009
H 1.638 2.443 4.465
H 1.758 1.041 5.550
H 2.461 -0.721 4.430
H 1.015 -1.685 2.117
H 2.348 -2.469 2.953
H 4.598 -2.195 2.257
H 6.231 -1.359 0.575
H 5.418 0.268 -1.152
H 3.056 0.881 -1.182
C -1.129 -0.392 -2.840
P 0.411 0.264 -2.094
C 0.589 2.058 -2.305
C 0.248 2.819 -3.413
C 0.306 4.206 -3.349
C 0.699 4.839 -2.180
C 1.038 4.093 -1.056
C 0.978 2.717 -1.128
C 1.743 -0.637 -2.917
C 1.907 -1.969 -2.527
C 2.917 -2.730 -3.090
C 3.770 -2.161 -4.027
C 3.617 -0.833 -4.399
C 2.604 -0.065 -3.845
P -1.741 -0.399 -4.608
C -2.255 1.320 -4.913
C -2.823 2.104 -3.908
C -3.396 3.329 -4.211
C -3.417 3.786 -5.522
C -2.861 3.012 -6.529
C -2.296 1.781 -6.232
C -0.291 -0.682 -5.687
C -0.103 -2.006 -6.088
C 0.897 -2.337 -6.990
C 1.705 -1.344 -7.522
C 1.527 -0.024 -7.130
C 0.537 0.306 -6.217
H -1.955 0.020 -2.257
H -1.076 -1.452 -2.572
H -0.095 2.330 -4.311
H 0.027 4.792 -4.214
H 0.735 5.918 -2.132
H 1.337 4.585 -0.141
H 1.251 2.143 -0.207
H 1.238 -2.400 -1.788
H 3.044 -3.765 -2.800
H 4.555 -2.759 -4.472
H 4.284 -0.395 -5.130
H 2.482 0.972 -4.135
H -2.814 1.771 -2.875
H -3.838 3.925 -3.423
H -3.885 4.733 -5.756
H -2.876 3.363 -7.553
H -1.897 1.168 -7.030
H -0.760 -2.776 -5.699
H 1.026 -3.366 -7.300
H 2.458 -1.591 -8.258
H 2.153 0.755 -7.548
H 0.407 1.346 -5.948
*
```

Atomic partial charges in e from the Löwdin method, atoms 1 to 6: 0.889 -0.054 -0.228 -0.319 -0.023 0.405


Entry Q
C37H42N2O3P3S2W | the ωB97M-V functional and the def2-TZVPD basis

Computed properties:
- HOMO-LUMO gap (alpha / beta) (eV) = 6.8 / 6.3
- expectation value of S² = 3.771
- M (g/mol) = 903.650

```
! RIJCOSX wB97M-V def2-TZVPD def2/J DEFGRID3
* xyz 2 4
W -0.571 0.493 1.670
C 5.934 -0.239 2.060
C 4.688 -0.822 1.454
O 3.641 0.217 1.364
P 2.439 0.280 2.354
S 1.378 1.951 1.920
S 1.148 -1.246 2.169
O 3.112 0.326 3.766
C 2.361 0.343 5.013
C 3.350 0.315 6.146
H 6.723 -0.991 2.045
H 5.768 0.063 3.092
H 6.274 0.619 1.485
H 4.288 -1.662 2.025
H 4.832 -1.138 0.421
H 1.700 -0.527 5.011
H 1.759 1.257 5.014
H 3.950 -0.592 6.116
H 2.816 0.335 7.095
H 4.011 1.178 6.109
C -2.119 0.341 5.918
C -1.729 1.067 4.672
O -1.144 0.438 3.762
N -2.010 2.363 4.566
C -1.643 3.178 3.411
C -2.559 2.940 2.239
C -3.640 3.775 2.026
C -4.532 3.507 0.999
C -4.326 2.383 0.221
C -3.219 1.598 0.477
N -2.327 1.867 1.447
H -1.225 -0.116 6.340
H -2.804 -0.463 5.650
H -2.585 0.982 6.662
H -2.507 2.797 5.328
H -0.602 2.973 3.161
H -1.700 4.221 3.717
H -3.778 4.635 2.666
H -5.376 4.158 0.821
H -4.993 2.110 -0.584
H -3.028 0.720 -0.125
C 1.458 0.034 -1.304
P -0.268 0.080 -0.752
C -1.112 -1.521 -0.696
C -1.017 -2.562 -1.612
C -1.620 -3.785 -1.352
C -2.314 -3.995 -0.170
C -2.422 -2.972 0.767
C -1.830 -1.754 0.483
C -1.166 1.195 -1.854
C -0.879 2.556 -1.755
C -1.581 3.472 -2.519
C -2.581 3.032 -3.377
C -2.867 1.678 -3.479
C -2.160 0.757 -2.721
P 2.199 -0.566 -2.909
C 2.035 -2.388 -2.789
C 1.952 -3.046 -1.560
C 1.955 -4.429 -1.488
C 2.052 -5.188 -2.646
C 2.165 -4.548 -3.871
C 2.165 -3.165 -3.941
C 0.987 -0.049 -4.185
C 1.056 1.299 -4.540
C 0.215 1.828 -5.504
C -0.685 1.005 -6.165
C -0.745 -0.343 -5.846
C 0.077 -0.863 -4.858
H 2.032 -0.438 -0.504
H 1.747 1.093 -1.234
H -0.446 -2.433 -2.517
H -1.530 -4.584 -2.074
H -2.769 -4.955 0.028
H -2.961 -3.124 1.690
H -2.017 -0.977 1.272
H -0.108 2.909 -1.076
H -1.351 4.525 -2.447
H -3.131 3.746 -3.975
H -3.633 1.335 -4.161
H -2.389 -0.297 -2.808
H 1.866 -2.494 -0.632
H 1.881 -4.916 -0.525
H 2.056 -6.268 -2.594
H 2.267 -5.126 -4.780
H 2.280 -2.692 -4.909
H 1.792 1.941 -4.068
H 0.288 2.875 -5.763
H -1.319 1.408 -6.942
H -1.422 -0.997 -6.379
H 0.040 -1.924 -4.661
*
```

Atomic partial charges in e from the Löwdin method, atoms 1 to 6: 0.876 -0.055 -0.219 -0.319 -0.045 0.394


Which structure is the most stable? The one labeled entry Q.


Entry P
C6H12 | the ωB97M-V functional and the def2-TZVPD basis

Computed properties:
- HOMO-LUMO gap (eV) = 10.4
- SMILES = CCCC1CC1
- M (g/mol) = 84.162

```
! RIJCOSX wB97M-V def2-TZVPD def2/J DEFGRID3
* xyz 0 1
C -1.565 0.551 0.798
C -1.344 -0.946 0.674
C 0.183 -1.262 0.487
C 0.824 -0.427 -0.615
C 1.945 0.532 -0.481
C 0.673 1.190 -0.845
H -0.739 0.974 0.218
H -1.506 0.933 1.823
H -2.432 0.956 0.271
H -1.682 -1.506 1.554
H -1.887 -1.339 -0.197
H 0.248 -2.330 0.230
H 0.709 -1.151 1.445
H 0.782 -0.937 -1.582
H 2.221 0.723 0.552
H 2.753 0.561 -1.191
H 0.411 1.437 -1.868
H 0.424 2.052 -0.209
*
```

Atomic partial charges in e from the Löwdin method, atoms 1 to 6: -0.128 -0.243 -0.177 -0.227 -0.172 -0.147


Entry Q
C6H12 | the ωB97M-V functional and the def2-TZVPD basis

Computed properties:
- HOMO-LUMO gap (eV) = 11.2
- SMILES = CC(C)C1CC1
- M (g/mol) = 84.162

```
! RIJCOSX wB97M-V def2-TZVPD def2/J DEFGRID3
* xyz 0 1
C 1.306 0.914 1.397
C 0.804 0.155 -0.091
C 0.646 1.243 -1.143
C -0.497 -0.599 0.203
C -1.848 -0.739 -0.478
C -1.049 -1.973 -0.131
H 1.362 0.332 2.356
H 2.329 1.272 1.248
H 0.719 1.810 1.710
H 1.589 -0.565 -0.349
H 0.478 0.866 -2.164
H -0.214 1.878 -0.896
H 1.552 1.850 -1.144
H -0.358 -0.210 1.207
H -2.744 -0.533 0.109
H -1.998 -0.532 -1.540
H -0.673 -2.560 -0.973
H -1.406 -2.607 0.681
*
```

Atomic partial charges in e from the Löwdin method, atoms 1 to 6: -0.065 -0.321 -0.101 -0.283 -0.123 -0.118


Which structure is the most stable? The one labeled entry P.


Entry P
C4H6IN2 | the ωB97M-V functional and the def2-TZVPD basis

Computed properties:
- HOMO-LUMO gap (eV) = 7.6
- M (g/mol) = 209.010

```
! RIJCOSX wB97M-V def2-TZVPD def2/J DEFGRID3
* xyz 1 1
C -1.323 2.095 -0.954
C -1.412 0.955 -1.381
C -0.096 -1.126 -0.223
C 1.508 -0.319 1.427
N -1.257 -0.259 -1.779
N 0.473 -0.207 0.429
I 0.096 -3.135 -0.276
H -1.382 3.113 -0.695
H 1.867 -1.346 1.483
H 1.118 -0.020 2.401
H 2.332 0.344 1.165
H -2.076 -0.857 -1.807
H 0.152 0.760 0.210
*
```

Atomic partial charges in e from the Löwdin method, atoms 1 to 6: 0.177 -0.317 -0.600 -0.022 0.132 -0.066


Entry Q
C4H6IN2 | the ωB97M-V functional and the def2-TZVPD basis

Computed properties:
- HOMO-LUMO gap (eV) = 7.6
- M (g/mol) = 209.010

```
! RIJCOSX wB97M-V def2-TZVPD def2/J DEFGRID3
* xyz 1 1
C -3.321 1.169 0.718
C -2.856 0.007 0.812
C -0.477 0.892 -0.123
C 1.530 -0.493 -0.219
N 0.795 0.770 -0.405
N -1.924 -0.796 0.901
I -1.575 2.611 -0.174
H -4.247 1.584 1.052
H 0.967 -1.495 -0.360
H 2.373 -0.346 -0.949
H 1.775 -0.537 0.890
H 1.556 1.484 -0.639
H -1.773 -1.678 0.387
*
```

Atomic partial charges in e from the Löwdin method, atoms 1 to 6: -0.211 -0.363 -0.478 -0.058 -0.156 0.170


Which structure is the most stable? The one labeled entry P.


Entry P
HPS5 | the ωB97M-V functional and the def2-TZVPD basis

Computed properties:
- HOMO-LUMO gap (eV) = 8.1
- SMILES = P1SSSSS1
- M (g/mol) = 192.317

```
! RIJCOSX wB97M-V def2-TZVPD def2/J DEFGRID3
* xyz 0 1
P 0.819 -0.112 -0.353
S 1.232 -1.448 1.279
S -0.040 -1.341 -1.895
S 2.618 -2.673 0.243
S 1.432 -2.499 -2.774
S 1.536 -3.709 -1.175
H -0.382 0.594 -0.154
*
```

Atomic partial charges in e from the Löwdin method, atoms 1 to 6: 0.182 0.002 -0.020 -0.003 0.010 -0.044


Entry Q
HPS5 | the ωB97M-V functional and the def2-TZVPD basis

Computed properties:
- HOMO-LUMO gap (alpha / beta) (eV) = 6.4 / 6.3
- M (g/mol) = 192.317

```
! RIJCOSX wB97M-V def2-TZVPD def2/J DEFGRID3
* xyz 0 1
P -1.093 -0.259 -0.594
S 0.091 -1.188 0.934
S -2.665 -1.395 -0.866
S 1.600 0.101 1.685
S 1.316 1.548 -1.319
S 2.488 0.493 -0.068
H -1.737 0.700 0.229
*
```

Atomic partial charges in e from the Löwdin method, atoms 1 to 6: -0.059 0.037 0.136 0.014 0.063 -0.103


Which structure is the most stable? The one labeled entry P.